Record 1
This record from OMol25 describes 7 unconnected molecules or ions with the total composition C50H91BrN2O25PS2 at a distorted geometry. The level of theory is wB97M-V/def2-TZVPD.

XYZ file:
```
172
Properties=species:S:1:pos:R:3:forces:R:3:mulliken_charge:R:1
C -3.406950 -3.148039 2.647756 -1.05 0.27 0.54 -0.949
C -4.609226 -2.179470 2.949906 0.26 -0.56 0.84 0.008
O -5.418806 -1.977862 1.789873 0.23 -0.20 0.36 -0.379
C -4.158383 -0.849524 3.645831 0.47 -0.11 -0.60 -0.636
C -3.784584 0.321759 2.685421 -0.22 0.17 -1.80 0.061
Br -3.240519 1.767183 4.015126 0.32 0.36 0.46 -0.208
C -4.925564 1.077455 1.876325 -0.78 -0.35 -0.95 -0.470
O -4.324026 1.842737 0.834555 -0.16 -0.26 2.61 -0.879
P -2.684415 1.293128 0.462849 0.87 2.60 -0.20 2.501
C -0.895572 0.713474 0.113990 0.50 -0.31 -1.23 -1.014
C -0.387032 0.890574 -1.363407 0.91 -0.73 0.20 0.035
C 1.017188 0.147328 -1.517066 -1.39 0.96 -0.78 -0.537
N 2.147774 1.080485 -1.301722 0.11 -1.12 0.23 0.158
C 3.050592 0.669638 -0.213522 1.24 1.18 0.18 -0.193
C 4.577736 0.712683 -0.589041 2.21 -0.17 -0.48 0.259
C 5.213923 1.679504 -1.496400 1.03 -1.83 1.53 -0.674
C 6.677868 1.630795 -1.712534 -1.26 -0.78 0.87 -0.517
C 7.528022 0.639848 -1.078250 -2.47 0.26 0.05 -0.523
C 6.907342 -0.346764 -0.212411 -1.00 1.61 -0.87 -0.289
C 5.482736 -0.276551 0.019191 0.17 0.98 -1.09 0.042
O 4.899694 -1.224972 0.872463 0.49 0.00 -0.55 -0.592
C -3.517005 0.204405 -0.874278 0.59 -1.40 -0.27 -1.746
C -3.023050 -1.284551 -0.973419 -0.45 -0.30 -1.18 1.090
C -3.897324 -1.975779 -2.117990 1.21 0.21 0.68 -1.010
S -5.571258 -2.486019 -1.478089 0.11 -0.22 -0.48 -0.011
C -5.580836 -4.311465 -1.446629 0.80 -0.97 -0.01 -0.231
S -4.792946 -5.248221 -0.345207 -0.59 1.16 -0.87 -0.221
N -6.319829 -4.992557 -2.493610 -0.33 0.60 -0.11 0.150
C -7.774098 -4.768807 -2.432847 -0.73 0.59 0.67 -0.417
C -8.416588 -4.000398 -3.637729 -1.45 -0.17 -0.09 -0.405
O -7.793359 -4.218157 -4.904471 0.72 0.62 0.63 -0.444
C -6.441214 -3.735962 -4.717170 -0.10 -0.38 1.07 -0.347
C -5.722438 -4.789109 -3.819147 1.61 0.65 -0.83 -0.474
C -2.609891 2.915736 -0.604366 0.02 0.18 -0.08 -0.977
C -1.504695 3.920845 -0.121883 -0.21 0.06 -1.80 -0.369
O -1.922212 4.696660 1.044389 1.35 -0.48 0.63 -0.289
C -0.914449 4.675823 1.991038 -0.35 -0.55 0.46 0.118
O -1.049762 4.210826 3.088310 -0.18 0.67 -0.45 -0.399
O -2.763482 0.103698 1.774451 -1.69 -1.13 1.54 -0.439
H -2.984001 -3.416133 3.650584 0.02 0.38 -0.92 0.444
H -3.833437 -4.086621 2.235451 0.41 0.64 -0.05 0.170
H -2.657119 -2.691785 1.969788 -0.41 -0.32 0.51 -0.017
H -5.243479 -2.736112 3.697359 0.56 0.44 -0.41 0.410
H -6.276867 -1.679662 2.116869 0.14 0.06 -0.24 0.291
H -3.245636 -1.094531 4.240165 -0.65 0.28 -0.31 0.129
H -4.917886 -0.461562 4.367031 0.43 -0.32 -0.66 0.405
H -5.570190 1.640929 2.594132 0.71 0.12 -0.57 -0.159
H -5.653071 0.443811 1.296680 0.72 -0.42 0.99 0.255
H -2.053249 2.136490 1.465257 -0.73 -0.16 0.18 -0.909
H -0.751231 -0.369682 0.379262 -0.29 0.86 -0.11 0.426
H -0.203331 1.293927 0.771703 -0.53 -0.43 -0.31 0.491
H -1.073301 0.442600 -2.128887 0.33 0.45 0.75 0.145
H -0.200891 1.956516 -1.639769 -0.30 -0.78 0.21 0.145
H 1.073112 -0.208118 -2.576138 0.02 -0.17 0.78 0.139
H 0.983965 -0.702460 -0.796288 0.47 0.44 -0.64 0.307
H 2.639187 1.178583 -2.186024 0.09 -0.04 0.39 -0.118
H 2.920017 1.426227 0.608124 0.20 -0.77 -0.39 0.266
H 2.805659 -0.319149 0.229837 0.09 0.61 -0.50 0.240
H 4.552353 2.446204 -1.954214 0.83 -0.51 0.23 0.582
H 7.134076 2.397481 -2.374560 -0.39 -0.66 0.55 0.310
H 8.613282 0.647061 -1.291329 -0.83 -0.09 0.27 0.351
H 7.506683 -1.136127 0.278203 -0.55 0.57 -0.31 0.418
H 4.475972 -1.887407 0.303327 0.01 0.18 0.29 0.241
H -3.340363 0.658585 -1.883675 -0.14 -0.21 0.76 0.606
H -4.621653 0.163567 -0.732947 0.73 0.14 0.04 0.531
H -3.094365 -1.854319 -0.021622 -0.14 0.50 -0.62 -0.650
H -1.966856 -1.383016 -1.339895 -0.75 0.33 0.42 0.037
H -3.362032 -2.831896 -2.594102 -0.60 0.40 0.50 0.521
H -4.013301 -1.182461 -2.900442 -0.42 -0.84 0.51 0.286
H -8.342023 -5.719778 -2.254500 0.72 0.54 -0.38 0.381
H -7.974193 -4.147594 -1.517678 0.03 -0.49 -0.74 0.204
H -8.520313 -2.895145 -3.474487 0.46 -0.80 0.13 0.265
H -9.469192 -4.375199 -3.740563 0.87 0.23 0.06 0.334
H -5.925535 -3.535119 -5.678800 -0.47 -0.48 0.47 0.361
H -6.488751 -2.782388 -4.124186 0.14 -0.61 -0.66 0.219
H -4.679951 -4.402207 -3.652387 -0.80 -0.39 -0.12 0.198
H -5.574848 -5.758903 -4.364274 -0.50 0.70 0.45 0.292
H -2.522799 2.682814 -1.698575 0.28 0.54 0.74 0.459
H -3.578190 3.460877 -0.470183 0.73 -0.56 -0.13 0.416
H -1.362433 4.650889 -0.965207 0.12 -0.43 0.74 0.197
H -0.518870 3.443252 0.078295 -0.70 0.13 -0.07 0.267
H 0.093674 5.100663 1.732757 -0.77 -0.12 -0.58 0.387
C 0.363780 6.025998 -6.236966 -0.06 -0.28 -0.20 -1.153
C 1.277323 5.893891 -5.034213 -0.14 0.49 -0.29 -0.076
O 1.240320 4.571662 -4.484426 0.12 -0.20 0.14 -0.262
C 1.875230 3.634768 -5.187514 -0.07 0.07 -0.01 0.657
O 2.471091 3.799767 -6.221812 0.12 0.16 -0.07 -0.592
O 1.747999 2.464516 -4.565973 -0.06 -0.03 0.20 -0.133
C 2.305328 1.363464 -5.283526 0.10 -0.33 -0.04 -0.636
H -0.652865 5.723340 -5.979537 0.01 0.14 0.10 0.286
H 0.349038 7.055184 -6.598418 -0.01 0.00 0.08 0.394
H 0.688670 5.382932 -7.055473 0.11 0.08 0.05 0.307
H 0.930783 6.561622 -4.245825 0.02 -0.27 0.17 0.338
H 2.303882 6.179442 -5.272913 0.00 -0.20 -0.07 0.152
H 3.351394 1.542219 -5.531377 -0.09 0.09 -0.09 0.350
H 1.723752 1.174411 -6.186289 0.13 0.07 -0.04 0.346
H 2.244601 0.487764 -4.639003 -0.13 0.17 0.14 0.055
C -5.775482 5.111470 3.717582 -0.15 0.27 -0.13 -0.911
C -6.584114 3.993992 4.343914 0.69 -0.05 -0.31 -0.049
O -7.734077 4.500269 5.049539 -0.36 -0.02 0.07 -0.388
C -8.739650 4.926983 4.290510 0.44 -0.06 0.15 0.738
O -8.783420 4.919812 3.088581 -0.19 -0.01 0.00 -0.553
O -9.706282 5.387807 5.100694 -0.08 -0.02 0.00 -0.352
C -10.805727 5.970171 4.405657 -0.24 0.12 -0.02 -0.633
H -5.495160 5.849851 4.472369 0.10 -0.13 0.07 0.330
H -4.871994 4.716359 3.250329 -0.02 -0.08 0.08 0.140
H -6.350095 5.639406 2.955357 0.00 -0.14 -0.04 0.313
H -5.969964 3.482768 5.084532 -0.25 0.03 0.14 0.307
H -6.885620 3.251086 3.604298 -0.17 0.15 -0.01 0.207
H -11.227231 5.274917 3.680205 0.13 0.07 -0.07 0.287
H -10.490633 6.891618 3.914566 -0.02 -0.11 -0.13 0.288
H -11.569955 6.210434 5.142845 0.18 -0.08 0.14 0.217
C 9.282660 8.708564 -2.619830 -0.26 0.07 -0.21 -1.097
C 9.514578 7.273126 -2.189932 0.39 0.41 -0.02 -0.178
O 8.290797 6.530352 -2.143720 -0.02 -0.16 0.02 -0.364
C 7.775367 6.192956 -3.327829 -0.14 0.06 0.18 0.739
O 8.245516 6.445377 -4.406706 0.06 -0.06 0.01 -0.563
O 6.631283 5.537743 -3.110166 0.20 0.01 0.00 -0.309
C 5.925184 5.210711 -4.306233 -0.37 -0.19 -0.26 -0.541
H 8.543832 9.186566 -1.973753 0.12 -0.02 0.11 0.291
H 10.212506 9.277713 -2.580419 -0.01 -0.04 0.07 0.356
H 8.895130 8.760838 -3.637620 0.12 -0.08 0.01 0.313
H 9.916139 7.262762 -1.176767 -0.23 -0.20 0.04 0.290
H 10.241311 6.771539 -2.831668 -0.18 -0.02 -0.11 0.309
H 6.549339 4.647459 -4.998985 0.07 0.17 0.01 0.327
H 5.554498 6.121458 -4.777353 0.12 -0.06 -0.10 0.383
H 5.074565 4.589746 -4.031224 0.09 0.08 0.24 0.042
C 0.764654 -4.518377 6.970486 -0.09 0.07 -0.29 -0.838
C 0.828555 -3.425129 8.019704 -0.10 -0.49 0.04 -0.243
O 1.191006 -2.166407 7.444379 0.06 0.07 0.17 -0.393
C 0.232736 -1.561307 6.729653 0.12 0.27 -0.29 0.768
O -0.882685 -1.975407 6.547756 0.01 -0.09 0.15 -0.564
O 0.736286 -0.430706 6.237153 0.02 -0.24 0.21 -0.395
C -0.157058 0.270290 5.358427 -0.21 0.32 -0.30 -0.482
H 1.707756 -4.577521 6.423147 0.05 -0.09 0.17 0.082
H 0.558340 -5.485632 7.431231 0.07 0.03 0.03 0.401
H -0.016200 -4.318924 6.235973 -0.06 0.02 0.13 0.252
H 1.607645 -3.667057 8.743206 0.09 0.27 -0.06 0.322
H -0.109692 -3.338348 8.571142 -0.05 0.11 -0.18 0.312
H -1.110520 0.474377 5.841358 0.02 -0.16 -0.06 0.294
H -0.305618 -0.305337 4.444309 -0.16 0.00 0.08 0.221
H 0.308816 1.218585 5.099486 0.15 -0.12 0.13 0.245
C 5.941839 -5.747137 -1.171512 -0.21 -0.16 -0.19 -1.178
C 6.340247 -4.306317 -1.419788 0.01 -0.33 0.53 0.282
O 6.396667 -4.003624 -2.819569 0.01 0.17 -0.13 -0.372
C 5.216129 -3.881417 -3.427347 0.17 -0.07 0.02 0.818
O 4.134889 -3.989479 -2.910936 -0.01 0.10 0.00 -0.566
O 5.438533 -3.630312 -4.722635 0.01 0.02 0.07 -0.353
C 4.248730 -3.575685 -5.508959 -0.19 0.05 -0.28 -0.566
H 6.610370 -6.427639 -1.703108 0.12 0.07 0.10 0.327
H 5.972680 -5.976074 -0.105270 0.02 0.03 -0.02 0.325
H 4.933113 -5.948658 -1.532879 0.00 0.11 0.10 0.324
H 7.344163 -4.142345 -1.028514 0.03 0.15 -0.29 0.342
H 5.675567 -3.609997 -0.905268 -0.08 -0.02 -0.17 -0.105
H 3.541845 -2.851604 -5.105067 0.00 -0.13 0.10 0.216
H 3.793559 -4.564957 -5.565540 -0.09 0.09 0.11 0.295
H 4.532643 -3.263369 -6.512073 0.22 -0.02 0.12 0.228
C 2.198688 -4.691106 2.408543 -0.04 -0.31 -0.18 -1.087
C 3.139170 -4.817808 3.591108 -0.16 0.57 -0.35 -0.125
O 3.128113 -6.146654 4.137212 0.16 -0.17 0.10 -0.255
C 3.758379 -7.073873 3.417029 -0.28 0.17 0.13 0.743
O 4.334094 -6.899065 2.374617 0.13 -0.04 0.01 -0.553
O 3.627864 -8.248562 4.045953 0.06 0.05 -0.01 -0.339
C 4.174317 -9.350806 3.323592 0.08 -0.31 -0.06 -0.636
H 1.190806 -5.005705 2.685567 0.00 0.16 0.08 0.318
H 2.164993 -3.660761 2.052124 -0.02 0.01 0.10 0.287
H 2.512904 -5.327395 1.580272 0.10 0.08 0.03 0.304
H 2.801277 -4.156141 4.388405 0.04 -0.26 0.15 0.238
H 4.156775 -4.519711 3.332239 0.00 -0.21 -0.04 0.292
H 5.220164 -9.178054 3.071613 -0.09 0.09 -0.09 0.286
H 3.588065 -9.533191 2.422439 0.13 0.07 -0.05 0.289
H 4.110799 -10.227372 3.965430 -0.12 0.18 0.13 0.220
```
Forces are in eV/Å.

* E_LUMO: 1.40 eV
* highest occupied orbital energy: -4.574 eV
* spin multiplicity: 1
* net charge: -1
* molecular weight: 1295.28 g/mol
* orbital gap: 6.0 eV
* energy: -7661.961706 hartree

---

Record 2
This record from OMol25 describes a molecular structure, C16H33As2O8PPdS3Si2. The level of theory is wB97M-V/def2-TZVPD.

XYZ file:
```
66
Properties=species:S:1:pos:R:3:forces:R:3:mulliken_charge:R:1
Pd 0.088212 0.310699 -1.073166 -0.08 0.39 -0.25 0.710
O 0.442992 -0.886426 1.629050 0.10 -0.22 0.30 -0.597
As -2.021376 1.085540 2.314775 0.09 0.05 -0.17 0.060
O -3.065620 2.323404 2.001739 -0.09 0.02 0.06 -0.779
O -1.919809 0.299919 0.526412 0.02 -0.32 0.22 0.491
C -0.257497 2.079093 2.631256 -0.02 -0.18 0.07 0.093
C -0.212177 2.170882 4.028014 0.03 0.03 0.01 -0.926
C 0.782360 2.843364 4.716366 -0.01 -0.01 0.00 -0.685
C 1.808285 3.446782 4.006435 0.00 0.00 -0.01 -0.600
C 1.804577 3.367126 2.626869 -0.02 0.02 -0.02 -0.944
C 0.786710 2.695736 1.944677 -0.03 0.16 -0.04 0.744
S 1.101130 2.662481 0.183499 0.15 -0.07 0.09 1.465
O 2.040759 1.544521 0.009802 0.00 -0.14 0.15 -0.636
O 1.635242 3.955938 -0.157558 -0.07 0.00 -0.08 -0.715
O -0.159081 2.334087 -0.551296 0.11 0.08 0.00 -0.724
H 1.363769 -0.886418 1.329960 -0.01 0.10 -0.15 0.277
H -1.001471 1.693185 4.605349 0.00 0.00 0.00 0.256
H 0.755855 2.893222 5.798637 0.00 0.00 0.00 0.370
H 2.603337 3.975470 4.517406 0.00 0.00 0.00 0.349
H 2.591385 3.835668 2.051718 0.00 0.01 0.00 0.435
C 3.524619 3.050339 -3.108027 0.00 -0.01 0.00 -1.173
C 2.077622 2.680468 -3.336470 -0.01 0.03 -0.02 0.891
O 1.949336 1.817395 -4.484132 0.03 -0.05 0.00 -0.328
P 1.290105 0.329948 -4.400500 -0.07 0.13 -0.05 -0.164
S 0.285875 -1.960444 -1.294086 0.06 -0.05 0.11 -0.557
S -0.481510 0.510345 -3.287828 0.20 -0.12 -0.10 -0.346
O 2.201873 -0.382793 -3.222261 -0.02 -0.04 0.03 0.162
C 3.551300 -0.722427 -3.527208 0.00 0.00 0.00 -0.368
C 4.250088 -1.003942 -2.213960 -0.01 0.00 -0.01 -1.010
H 3.595437 3.641020 -2.193997 0.00 0.03 -0.01 0.308
H 3.925837 3.626894 -3.943728 0.00 -0.02 -0.01 0.337
H 4.132455 2.153190 -2.978352 0.00 0.01 0.02 0.205
H 1.469280 3.564057 -3.530600 -0.01 0.00 0.03 0.368
H 1.674133 2.185214 -2.459330 -0.01 -0.05 0.03 -0.375
H 4.038360 0.103826 -4.054333 -0.01 0.01 0.01 0.380
H 3.568714 -1.597877 -4.185792 0.02 0.00 -0.01 0.295
H 4.089656 -0.168686 -1.530495 0.03 0.01 -0.01 0.147
H 5.322132 -1.141515 -2.368872 0.00 -0.02 0.00 0.391
H 3.842131 -1.903474 -1.750912 -0.01 0.01 0.01 0.269
C -0.254559 -5.363897 0.366561 0.00 0.02 0.01 -1.057
Si -0.842166 -4.099692 1.606525 0.09 -0.10 0.23 0.176
C -2.670346 -4.199438 1.960299 0.00 -0.07 0.05 -1.039
C 0.134614 -4.127064 3.196501 0.04 0.06 -0.04 -1.010
As -0.610709 -1.913300 0.637712 -0.37 0.28 -0.41 0.625
Si -3.326819 0.398229 -0.391778 -0.04 0.15 -0.06 0.820
C -3.276478 -0.932832 -1.718922 0.03 -0.06 0.08 -0.911
C -4.843298 0.040682 0.652711 -0.02 -0.02 0.00 -1.267
C -3.458760 2.072548 -1.189551 0.04 0.01 0.00 -0.983
H -0.116574 -6.323548 0.872342 -0.02 -0.02 -0.04 0.342
H 0.695573 -5.068577 -0.079768 0.01 -0.01 0.02 0.329
H -0.977636 -5.495919 -0.438787 0.00 0.02 -0.01 0.317
H -2.854796 -4.982121 2.701436 -0.04 -0.01 -0.03 0.368
H -3.258327 -4.426440 1.070367 0.02 0.03 -0.03 0.340
H -3.029263 -3.254254 2.372317 0.00 -0.01 0.02 0.297
H 0.067253 -5.115636 3.658334 -0.02 0.00 0.00 0.355
H -0.260297 -3.391784 3.899377 0.02 0.01 -0.01 0.309
H 1.188168 -3.900175 3.028244 -0.01 0.00 0.00 0.321
H -3.551638 -1.920178 -1.333478 0.03 0.00 0.04 0.242
H -2.302971 -1.006490 -2.204062 -0.12 -0.06 -0.01 0.182
H -4.004975 -0.669203 -2.491404 -0.03 -0.01 0.00 0.306
H -4.748223 -0.899702 1.204669 0.02 -0.01 -0.01 0.283
H -5.723635 -0.042214 0.006484 0.03 0.00 0.01 0.371
H -4.999819 0.847827 1.366796 -0.01 0.03 0.03 0.328
H -3.255357 2.825983 -0.427562 -0.02 -0.01 0.00 0.257
H -4.460605 2.236566 -1.596883 -0.01 -0.03 -0.01 0.450
H -2.733382 2.184817 -1.997541 0.03 0.01 -0.01 0.174
```
Forces are in eV/Å.

* E_LUMO (alpha / beta): 1.61 / 0.40 eV
* highest occupied orbital energy (alpha / beta): -4.795 / -4.765 eV
* <S²>: 0.76
* spin multiplicity: 2
* ΔE to the lowest compared entry with this formula, charge and spin: 49.1 kcal per mole
* net charge: -1
* molecular weight: 793.04 g/mol
* orbital gap (alpha / beta): 6.4 / 5.2 eV
* energy: -7945.933569 hartree

---

Q: Which of these has the lowest energy?
A: C16H33As2O8PPdS3Si2